Record 1
{"formula": "C37H22BrClCrF9N5O2", "method": "ωB97M-V/def2-TZVPD", "symbols": ["F", "C", "H", "C", "C", "C", "C", "C", "F", "C", "H", "H", "H", "C", "H", "Cr", "C", "H", "H", "F", "C", "C", "C", "H", "C", "C", "C", "O", "C", "C", "C", "O", "C", "H", "F", "C", "C", "C", "F", "C", "H", "H", "C", "H", "C", "H", "C", "C", "H", "F", "H", "N", "N", "F", "Cl", "C", "C", "H", "C", "N", "N", "Br", "N", "C", "H", "C", "C", "F", "C", "F", "H", "H", "C", "H", "C", "H", "H", "C"], "coordinates": [[-0.50, -3.98, 0.25], [-0.48, 1.46, 4.61], [3.43, 2.60, -4.14], [3.60, -0.02, 3.39], [-2.08, -1.64, 1.32], [2.74, -1.09, 3.21], [-3.26, 3.15, -1.70], [2.79, -2.74, -1.01], [1.47, -3.85, -3.07], [0.65, 1.96, -2.31], [2.75, -0.06, -0.86], [-1.47, -0.24, -2.81], [-3.09, -1.83, -3.79], [-1.26, -0.04, 2.83], [2.82, -1.98, 3.83], [-0.09, 0.14, 0.08], [-0.70, 2.38, -2.15], [2.33, 1.91, 0.93], [-3.92, -4.24, 2.43], [1.48, -3.94, 1.14], [1.78, -1.03, 2.22], [-2.37, -1.74, -0.05], [-3.51, -3.53, 1.73], [-3.17, 1.62, -0.17], [3.46, 1.07, 2.55], [-3.29, -2.70, -0.52], [2.79, 2.16, -3.38], [-0.19, 1.84, 0.97], [1.20, -2.77, -0.91], [-0.58, 1.16, 3.24], [0.51, 3.57, 4.06], [0.67, -1.67, -0.36], [-2.56, 3.77, -2.71], [-0.85, 0.75, 5.34], [0.59, -1.87, -3.05], [-2.64, 2.14, -0.96], [-3.56, -2.72, -1.90], [3.26, 1.21, -2.51], [-0.55, -3.58, -2.36], [-1.23, 3.38, -2.96], [1.11, -1.86, 2.04], [-4.26, -3.44, -2.30], [0.39, 3.30, 2.72], [-1.89, -0.51, 3.58], [-2.92, -1.83, -2.72], [-0.83, 4.75, -4.60], [2.39, 0.68, -1.55], [-0.12, 2.07, 2.27], [-3.02, 4.54, -3.31], [1.09, -5.17, -0.61], [1.50, 4.03, -4.89], [1.12, 1.02, -1.46], [-1.40, 1.76, -1.19], [3.31, -2.12, 0.06], [0.26, 2.98, 6.70], [0.08, 2.63, 5.02], [-0.41, 3.98, -3.97], [0.71, 4.02, 1.98], [0.81, -4.00, -0.03], [-1.22, -0.54, 1.65], [-1.73, -0.86, -0.89], [4.55, 2.59, 2.72], [1.64, 0.03, 1.42], [-1.99, -0.94, -2.17], [-4.28, 3.43, -1.47], [-2.61, -2.55, 2.19], [2.48, 1.06, 1.58], [3.34, -3.95, -1.07], [1.44, 2.57, -3.29], [3.19, -2.06, -2.10], [-2.36, -2.52, 3.25], [-4.56, -4.35, 0.06], [0.87, 3.58, -4.13], [0.93, 4.51, 4.40], [0.68, -3.03, -2.37], [4.29, 0.88, -2.54], [4.36, -0.03, 4.16], [-3.86, -3.60, 0.41]], "mulliken_spin": [0.00, 0.00, 0.00, 0.00, 0.00, 0.00, 0.00, 0.00, 0.00, 0.00, 0.00, 0.00, 0.00, 0.01, 0.00, 1.02, 0.00, 0.00, 0.00, 0.00, 0.00, 0.03, 0.00, 0.00, 0.00, 0.00, 0.00, 0.02, 0.01, 0.00, 0.00, 0.02, 0.00, 0.00, 0.00, 0.00, 0.00, 0.00, 0.00, 0.00, 0.00, 0.00, 0.00, 0.00, 0.00, 0.00, 0.01, 0.01, 0.00, 0.00, 0.00, -0.01, -0.03, 0.00, 0.00, 0.00, 0.00, 0.00, 0.00, -0.03, -0.02, 0.00, -0.03, 0.00, 0.00, 0.00, 0.00, 0.00, 0.00, 0.00, 0.00, 0.00, 0.00, 0.00, 0.00, 0.00, 0.00, 0.00], "orbital_gap_ev": [7.1, 7.2], "multiplicity": 2, "lumo_ev": [-3.409, -3.318], "charge": 1}

Record 2
{"formula": "C37H24ClN6O5PS6SbW", "method": "ωB97M-V/def2-TZVPD", "symbols": ["O", "C", "C", "C", "O", "H", "C", "C", "C", "C", "H", "C", "S", "O", "C", "H", "H", "O", "S", "H", "H", "P", "C", "O", "H", "C", "C", "C", "C", "S", "Sb", "C", "C", "H", "C", "H", "H", "C", "H", "C", "C", "C", "Cl", "H", "H", "H", "H", "S", "H", "C", "C", "H", "C", "C", "C", "S", "N", "C", "H", "H", "H", "H", "C", "N", "C", "N", "H", "C", "C", "C", "W", "C", "H", "C", "C", "S", "C", "N", "C", "N", "H", "N"], "coordinates": [[2.03, 0.19, 3.04], [-4.10, -1.46, -1.49], [6.43, 0.87, 1.36], [6.63, 0.48, 3.79], [2.46, -2.99, -2.57], [0.72, 0.20, -3.48], [-2.26, 1.25, -1.39], [-2.71, -1.74, -1.38], [0.16, 3.34, 2.31], [-0.41, 2.77, 3.43], [0.78, 0.61, -5.94], [-0.30, -2.75, 1.13], [1.23, 1.62, -1.53], [2.15, -0.84, -2.26], [-2.28, -3.08, -1.39], [5.00, -0.59, 4.71], [-3.65, 2.98, 1.09], [2.78, -2.07, 2.30], [3.39, 2.51, -4.01], [-2.23, -3.30, 3.86], [-3.25, -0.84, -6.25], [-1.53, -0.38, -1.72], [-2.41, 3.57, -1.98], [1.30, -2.22, -0.96], [-2.19, 4.37, -2.66], [-1.07, -3.50, 2.01], [-2.38, -0.85, -4.30], [5.35, -0.09, 3.79], [-1.66, -2.77, 3.07], [-2.31, 0.01, 6.51], [4.01, 4.24, -2.85], [-2.92, 3.89, -0.73], [5.10, 0.47, 1.44], [-0.82, 3.39, 4.22], [-3.18, 2.84, 0.13], [-1.08, -4.57, 1.91], [0.95, 2.90, 0.46], [-3.17, -4.08, -1.27], [6.82, 1.24, 0.38], [-0.08, 0.15, -5.51], [-0.43, 0.67, 2.24], [-1.29, -0.47, -3.55], [-3.20, 0.35, 0.95], [-1.16, -3.27, -1.47], [0.33, 4.42, 2.39], [-5.28, -4.66, -1.39], [-3.36, -1.22, -3.91], [2.98, -0.66, 2.35], [8.10, 1.44, 2.59], [-0.70, 1.39, 3.38], [-2.34, -0.72, -5.68], [-1.21, 0.05, -7.32], [4.11, 0.41, 0.36], [-2.89, 1.55, -0.18], [-2.09, 2.25, -2.31], [4.52, 1.02, -1.24], [-1.61, 1.25, 5.68], [-0.69, -0.74, 2.18], [-3.19, 4.92, -0.51], [-2.81, -5.06, -1.16], [-4.40, -0.41, -1.55], [-6.08, -2.40, -1.62], [-5.01, -2.53, -1.50], [2.96, -0.09, 0.70], [-0.09, -0.06, -4.15], [0.25, 1.18, 1.19], [0.27, -3.23, 0.38], [0.51, 2.50, 1.31], [-1.20, -0.16, -6.28], [-1.39, -1.45, 3.18], [0.95, -0.16, -0.51], [-4.53, -3.85, -1.35], [7.17, 0.53, 4.73], [7.15, 0.97, 2.58], [4.61, -0.07, 2.63], [4.76, 3.08, -0.72], [-1.35, 0.72, 4.49], [-0.17, -1.40, 1.19], [-1.70, -0.68, 4.34], [2.01, -2.08, -1.99], [-1.60, 2.11, -3.22], [-2.21, -1.20, 5.46]], "mulliken_spin": [0.00, 0.00, 0.00, 0.00, 0.05, 0.00, -0.01, 0.00, -0.01, 0.03, 0.00, 0.02, -0.16, -0.03, 0.00, 0.00, 0.00, 0.00, 0.00, 0.00, 0.00, 0.00, 0.00, -0.02, 0.00, 0.00, 0.00, 0.00, 0.01, 0.00, 0.00, 0.00, 0.00, 0.00, 0.00, 0.00, 0.00, 0.00, 0.00, 0.00, 0.02, -0.02, 0.00, 0.00, 0.00, 0.00, 0.00, 0.00, 0.00, 0.00, 0.00, 0.00, 0.02, 0.01, 0.00, 0.00, 0.00, 0.01, 0.00, 0.00, 0.00, 0.00, 0.00, 0.00, 0.00, -0.04, 0.00, 0.03, 0.00, 0.00, 1.05, 0.00, 0.00, 0.00, 0.01, 0.00, -0.01, 0.00, 0.00, 0.03, 0.00, 0.00], "orbital_gap_ev": [6.9, 6.7], "multiplicity": 2, "lumo_ev": [-6.614, -6.924], "charge": 2}

Record 3
{"formula": "C37H26ClN2O4S", "method": "ωB97M-V/def2-TZVPD", "symbols": ["H", "S", "N", "C", "H", "H", "C", "C", "H", "C", "Cl", "H", "H", "O", "H", "C", "H", "H", "H", "C", "C", "C", "O", "H", "H", "H", "C", "N", "H", "C", "H", "H", "H", "C", "H", "C", "C", "C", "C", "C", "C", "C", "C", "C", "C", "C", "H", "C", "O", "C", "H", "C", "C", "C", "C", "H", "H", "H", "C", "C", "H", "H", "C", "O", "C", "C", "C", "C", "C", "H", "C"], "coordinates": [[1.56, 1.98, 6.61], [-0.96, 3.00, 9.68], [0.38, 4.23, 7.32], [4.42, -3.79, 0.00], [0.84, 4.32, -0.20], [5.42, -7.22, -2.14], [-1.75, 2.58, -2.50], [2.61, -2.38, 0.75], [-1.88, 4.68, 5.57], [-2.70, 1.89, -3.40], [0.23, 0.24, 1.82], [3.78, -8.80, -3.09], [-4.32, 1.45, 3.10], [0.87, -4.33, -0.23], [-4.14, 4.22, -8.00], [-3.08, 2.54, -4.68], [6.41, -3.07, 0.44], [-2.64, 2.86, 3.60], [-2.62, 5.40, -6.45], [-0.43, 2.60, -0.48], [4.91, -5.00, -0.70], [3.53, -1.46, 1.26], [-1.25, 5.62, -4.37], [-3.47, 0.38, 4.34], [-1.77, 1.01, -1.03], [1.36, -8.43, -2.76], [-0.07, 3.33, 6.22], [0.72, 2.13, 6.02], [0.57, -6.46, -1.50], [3.92, -5.93, -1.28], [-0.13, 2.12, 0.45], [0.12, 5.42, -2.29], [-4.96, 1.95, -7.44], [-2.60, 3.80, -5.00], [-4.30, 0.88, -5.32], [-4.31, 2.47, -6.76], [0.34, 1.19, 5.00], [-1.66, 4.50, -4.10], [-0.25, 3.76, 8.39], [-3.93, 1.87, -5.56], [2.07, -7.73, -2.34], [-1.36, 1.98, -1.31], [-3.84, 3.75, -7.07], [-1.23, 3.83, -2.85], [-2.99, 4.41, -6.20], [2.07, -4.51, -0.39], [-2.63, 1.07, 1.42], [4.36, -7.05, -1.99], [-3.16, 0.80, -3.09], [4.90, -1.72, 1.15], [0.98, 0.26, 4.87], [3.06, -3.54, 0.13], [-3.88, 0.39, 3.27], [-0.91, 1.37, 4.07], [3.44, -7.94, -2.53], [-2.73, -0.73, 1.72], [-1.17, -0.79, 3.61], [3.18, -0.55, 1.74], [-1.20, 0.20, 3.02], [-1.73, 2.67, 4.26], [1.55, -2.17, 0.84], [5.62, -1.01, 1.56], [-1.32, 3.71, 5.38], [6.10, -5.21, -0.81], [5.34, -2.88, 0.53], [1.63, -6.62, -1.64], [-2.61, 0.28, 2.27], [0.11, 3.84, -0.84], [-0.29, 4.45, -2.02], [-4.68, -0.41, 3.08], [2.55, -5.71, -1.11]], "mulliken_charge": [0.35, -0.08, -0.54, 0.13, 0.40, 0.46, -0.15, -0.39, 0.38, 0.55, -0.12, 0.40, 0.25, -0.69, 0.40, 0.23, 0.48, 0.28, 0.46, 0.11, 0.63, -0.23, -0.66, 0.27, 0.63, 0.40, 0.23, -0.03, 0.45, 0.18, 0.18, 0.48, 0.40, 0.14, 0.46, -0.49, -0.45, 0.65, 0.43, -0.54, -0.47, -0.35, -0.47, 0.21, -0.55, 0.52, 0.12, -0.55, -0.68, -0.62, 0.43, -0.07, -0.95, 0.05, -0.47, 0.44, 0.42, 0.40, 0.05, 0.12, 0.63, 0.39, -0.54, -0.66, -0.56, -0.54, -0.44, -0.93, -0.51, 0.31, 0.21], "orbital_gap_ev": 6.1, "lumo_ev": -5.064, "charge": 1}

| no. | total energy (Eh) | molecular weight (Da) |
| --- | --- | --- |
| 1 | -6824.8864 | 906.95 |
| 2 | -5626.5770 | 1197.07 |
| 3 | -2694.0242 | 630.15 |